Record 1
The following is a DFT calculation (ωB97M-V/def2-TZVPD) of 2 unconnected molecules or ions with the total composition C2H8N4 in a non-equilibrium geometry.

Each line ends with the Löwdin charge.
Cartesian coordinates (Å):
1 C 0.2962 -0.1015 -1.5351  -0.0084
2 C 0.3034 2.3495 -1.4722  0.2524
3 N 0.1885 1.1338 -1.4391  0.1374
4 N -0.2452 -1.0772 -0.7131  0.0384
5 N -0.9924 -0.6340 0.1845  0.2481
6 N 0.0982 -0.7498 2.3939  0.1422
7 H 0.9860 -0.4752 -2.5013  0.2637
8 H 1.0172 2.7802 -0.8412  0.1382
9 H -0.5480 2.8825 -1.9611  0.1825
10 H -0.1021 -2.1412 -0.7201  0.2493
11 H -1.4572 -1.3974 0.6592  0.1239
12 H 1.0063 -0.3341 2.5422  0.0762
13 H 0.0798 -1.7700 2.3634  0.0729
14 H -0.6308 -0.4656 3.0400  0.0833

Properties
ΔE to the lowest compared entry with this formula, charge and spin ... 122.4 kcal/mol
Frontier orbital gap (alpha / beta) ... 7.6581 / 7.6592 eV
2S+1 ... 1
HOMO energy (alpha / beta) ... -19.06 / -19.06 eV
Total charge ... +2
F_max ... 0.1197 Eh/bohr

---

Record 2
The following is a DFT calculation (ωB97M-V/def2-TZVPD) of a molecular structure, C2H8N4O in a non-equilibrium geometry.

Each line ends with the Löwdin charge.
Cartesian coordinates (Å):
1 C 1.4080 0.7687 -0.1102  -0.4423
2 N 2.2233 0.7665 1.0562  0.0504
3 O 0.6577 1.7829 -0.3932  -0.0947
4 H -0.7256 1.4957 0.0941  0.0776
5 H 1.7765 1.2319 1.8370  0.0859
6 H 3.1741 1.0732 0.8958  0.0808
7 H 1.9402 0.3208 -0.9638  0.1332
8 H 0.5004 -0.2303 0.2439  0.1444
9 C -1.2439 -1.5846 -0.2447  -0.2991
10 N -0.8510 -0.4351 0.4612  -0.1085
11 N -1.4759 0.6966 0.1898  0.0245
12 N -2.2814 -1.5824 -0.9706  0.0950
13 H -2.0505 0.6118 -0.6585  0.0871
14 H -2.4361 -2.4716 -1.4367  0.0492
15 H -0.6160 -2.4442 -0.0003  0.1164

Properties
ΔE to the lowest compared entry with this formula, charge and spin ... 111.4 kcal/mol
Frontier orbital gap (alpha / beta) ... 7.5375 / 7.5299 eV
2S+1 ... 1
HOMO energy (alpha / beta) ... -8.41 / -8.41 eV
F_max ... 0.0466 Eh/bohr

---

Record 3
The following is a DFT calculation (ωB97M-V/def2-TZVPD) of C2H8N4O in the gas phase in a non-equilibrium geometry.

Each line ends with the Löwdin charge.
Cartesian coordinates (Å):
1 N -1.9464 -0.0790 0.4614  0.1025
2 C -0.6895 0.3913 0.0766  -0.3902
3 N -0.6184 1.7548 -0.1976  0.1019
4 C 0.3071 -0.4923 -0.2033  -0.3867
5 N 0.1039 -1.8779 0.0084  0.0529
6 N 1.6294 -0.0974 -0.5290  -0.0510
7 O 2.2243 0.6499 0.5864  -0.1108
8 H -2.7265 0.5187 0.2262  0.0816
9 H -2.1176 -1.0242 0.1469  0.0764
10 H -1.3285 2.1391 -0.8016  0.0874
11 H 0.3001 2.1222 -0.3872  0.0731
12 H 0.8827 -2.4039 -0.3707  0.0750
13 H -0.0143 -2.1215 0.9882  0.0756
14 H 1.6362 0.5928 -1.2772  0.1019
15 H 2.3574 -0.0726 1.2727  0.1103

Properties
ΔE to the lowest compared entry with this formula, charge and spin ... 71.6 kcal/mol
SMILES ... NC(N)=C(N)NO
Frontier orbital gap ... 8.0392 eV
2S+1 ... 1
HOMO energy ... -7.15 eV
F_max ... 0.0398 Eh/bohr